No. 1
{"formula": "C21H48F9O31P4S3Zn", "method": "ωB97M-V/def2-TZVPD", "energy_ev": -228571.1807, "homo_ev": -6.55, "orbital_gap_ev": 2.91, "max_force_ev_per_a": 4.98, "charge": -1, "lumo_energy_ev": -3.631, "mol_weight_da": 1253.1, "symbols": ["Zn", "C", "F", "F", "F", "S", "O", "O", "O", "C", "F", "F", "F", "S", "O", "O", "O", "C", "F", "F", "F", "S", "O", "O", "O", "C", "O", "P", "O", "O", "C", "O", "C", "H", "H", "H", "H", "H", "H", "H", "H", "H", "C", "O", "P", "O", "O", "C", "O", "C", "H", "H", "H", "H", "H", "H", "H", "H", "H", "C", "O", "P", "O", "O", "C", "O", "C", "H", "H", "H", "H", "H", "H", "H", "H", "H", "C", "O", "P", "O", "O", "C", "O", "C", "H", "H", "H", "H", "H", "H", "H", "H", "H", "C", "O", "C", "O", "O", "C", "H", "H", "H", "H", "H", "H", "C", "O", "C", "O", "O", "C", "H", "H", "H", "H", "H", "H"], "xyz": [[-4.0573, -0.0529, 1.8160], [-3.9598, 2.1949, 5.9631], [-2.6731, 2.3675, 6.3377], [-4.2562, 0.9126, 6.2708], [-4.8030, 2.9384, 6.6849], [-4.5250, 2.4214, 4.0029], [-4.0531, 1.1718, 3.3910], [-6.0178, 2.5591, 3.8978], [-3.9052, 3.6052, 3.4977], [0.5826, 0.3056, 1.2564], [1.0883, 1.2946, 1.8617], [1.5246, -0.2880, 0.3879], [0.2383, -0.6473, 2.2228], [-1.0710, 0.8239, 0.3588], [-1.0253, 2.2438, 0.2051], [-1.0290, 0.0333, -0.9239], [-2.1759, 0.4537, 1.3234], [-5.0369, 3.8369, -0.6939], [-4.1637, 4.3457, 0.1081], [-5.9958, 4.7538, -1.0026], [-4.4189, 3.4800, -1.8355], [-5.8240, 2.2823, 0.2282], [-4.8182, 1.2647, 0.7030], [-6.6559, 2.8482, 1.2960], [-6.7180, 1.6299, -0.7374], [8.4249, 1.4630, -1.0743], [7.5239, 1.2909, -2.2207], [6.0850, 2.1179, -2.2703], [5.6347, 2.2299, -3.6814], [6.3648, 3.5173, -1.5865], [5.6231, 4.7145, -1.9664], [5.2064, 1.2057, -1.2832], [5.0651, -0.1780, -1.3146], [7.7232, 1.3021, -0.2559], [8.7180, 2.5120, -1.0332], [9.4268, 1.0337, -1.0797], [5.2110, 5.1660, -1.0639], [4.8285, 4.4986, -2.6805], [6.2254, 5.5016, -2.4202], [5.0489, -0.5187, -2.3498], [4.1063, -0.5870, -0.9960], [5.7860, -0.7427, -0.7233], [-1.1365, -3.9640, 4.9687], [-1.5918, -3.2978, 3.7978], [-2.8865, -2.2743, 3.8784], [-3.3233, -1.6851, 2.6068], [-2.4206, -1.2316, 4.9617], [-1.5402, -0.1572, 4.6248], [-4.0450, -3.1415, 4.6114], [-4.8757, -2.5417, 5.5796], [-0.6656, -4.9397, 5.0887], [-1.9180, -3.9311, 5.7279], [-0.2775, -3.3410, 5.2179], [-0.4676, -0.3234, 4.5246], [-1.6525, 0.5130, 5.4771], [-1.9254, 0.3037, 3.7153], [-4.7026, -3.1183, 6.4884], [-5.9365, -2.7080, 5.3924], [-4.6722, -1.5067, 5.8540], [2.1739, 0.1111, -7.6100], [1.6926, -0.2028, -6.3172], [2.6705, 0.2252, -5.0292], [3.9456, 0.9738, -5.3281], [1.6982, 1.1313, -4.1543], [1.9672, 1.5626, -2.7847], [2.8133, -1.2116, -4.3581], [1.6050, -1.7840, -3.8575], [1.3590, 0.3644, -8.2882], [2.6709, -0.7620, -8.0327], [2.8197, 0.9856, -7.5306], [3.0151, 1.8570, -2.7268], [1.7084, 0.7495, -2.1066], [1.2980, 2.3662, -2.4770], [1.6674, -1.9546, -2.7827], [1.2795, -2.7868, -4.1343], [0.7573, -1.1243, -4.0427], [-2.0116, -4.7179, -1.2626], [-2.3403, -3.6412, -0.4049], [-3.7645, -2.8189, -0.6152], [-3.8982, -1.4791, 0.1092], [-4.0604, -2.5789, -2.2252], [-3.3586, -1.6735, -3.0221], [-4.9227, -3.8336, -0.1233], [-4.9672, -4.4582, 1.1473], [-2.2300, -5.6369, -0.7187], [-0.9642, -4.8059, -1.5512], [-2.6330, -4.9144, -2.1362], [-3.9133, -0.9045, -3.5598], [-2.7750, -2.1694, -3.7977], [-2.6006, -1.1296, -2.4584], [-5.8346, -4.3296, 1.7949], [-4.0876, -4.0248, 1.6232], [-4.8782, -5.5185, 0.9109], [4.1792, -4.9475, -1.3743], [3.0813, -4.4852, -0.6443], [3.0954, -3.5002, 0.2566], [3.9683, -2.6822, 0.4434], [1.9558, -3.6245, 0.8831], [1.8930, -3.0885, 2.2650], [4.7473, -5.6258, -0.7378], [4.8688, -4.1706, -1.7044], [3.9906, -5.5159, -2.2851], [2.5845, -2.2551, 2.3885], [2.2723, -3.9621, 2.7952], [0.9272, -2.9071, 2.7367], [1.4950, 5.7801, 1.0477], [0.8313, 5.4630, -0.2192], [1.4208, 5.2368, -1.3585], [2.6009, 5.1497, -1.4992], [0.4582, 4.8720, -2.3247], [-0.8352, 4.3071, -2.0570], [2.5355, 6.0193, 0.8281], [1.2955, 5.0202, 1.8033], [1.1351, 6.6454, 1.6043], [-1.3657, 4.4924, -1.1231], [-0.7223, 3.2350, -2.2182], [-1.5296, 4.7170, -2.7904]]}

No. 2
{"formula": "C15H20O4", "method": "ωB97M-V/def2-TZVPD", "energy_ev": -24056.4929, "homo_ev": -8.76, "e_above_lowest_ev": 13.232, "orbital_gap_ev": 7.92, "max_force_ev_per_a": 16.49, "smiles": "CC1=CC(=O)CC(C)(C)[C@@]1(O)/C=C/C(C)=C\\C(=O)O", "lumo_energy_ev": -0.848, "mol_weight_da": 264.3, "symbols": ["C", "C", "C", "C", "O", "C", "C", "C", "C", "C", "O", "C", "C", "C", "C", "C", "C", "O", "O", "H", "H", "H", "H", "H", "H", "H", "H", "H", "H", "H", "H", "H", "H", "H", "H", "H", "H", "H", "H"], "xyz": [[1.2401, 2.4023, -0.8367], [-0.2387, 2.2567, -0.5940], [-1.2139, 3.1170, -0.9068], [-2.4760, 3.0309, -0.4470], [-3.1654, 3.9345, -0.8620], [-2.6909, 1.8352, 0.5867], [-1.9213, 0.5648, 0.3101], [-2.3464, 0.1245, -1.4391], [-2.2773, -0.7142, 0.9610], [-0.4498, 0.8314, 0.3350], [-0.1011, 1.1128, 1.4636], [0.3686, -0.1392, -0.2804], [1.0800, -1.1045, 0.4670], [1.7246, -2.2265, -0.2615], [1.3519, -2.7986, -1.4786], [2.8519, -2.7710, 0.6275], [3.5173, -2.1626, 1.6923], [3.1152, -1.2728, 2.4387], [4.3213, -3.0431, 2.2892], [1.9631, 1.5390, -0.8553], [1.3006, 2.5838, -1.7197], [1.6784, 3.1757, -0.3254], [-0.9452, 3.8590, -1.3791], [-2.3467, 2.1892, 1.5296], [-3.7757, 1.6547, 0.5495], [-1.9742, 0.8116, -2.1446], [-2.0134, -0.7872, -1.5733], [-3.5577, -0.0862, -1.4301], [-1.6763, -1.3297, 0.7480], [-3.4857, -0.8459, 1.0322], [-1.9962, -0.2889, 1.9668], [0.7161, 1.1505, 1.6728], [0.2306, -0.4342, -1.5361], [1.0741, -0.9171, 1.5067], [2.0802, -3.5980, -1.5837], [0.2531, -3.1628, -1.5229], [1.6374, -2.1732, -2.1267], [3.4408, -3.6613, -0.1199], [4.7066, -2.6567, 3.2463]]}

No. 3
{"formula": "C6H10N2O4S3", "method": "ωB97M-V/def2-TZVPD", "energy_ev": -50054.3359, "homo_ev": -8.87, "e_above_lowest_ev": 0.163, "orbital_gap_ev": 8.44, "max_force_ev_per_a": 3.59, "smiles": "O=[N+]([O-])[C@]1(S(=O)(=O)N2CCCC2)CSS1", "lumo_energy_ev": -0.422, "mol_weight_da": 270.4, "symbols": ["O", "N", "O", "C", "S", "O", "O", "N", "C", "C", "C", "C", "C", "S", "S", "H", "H", "H", "H", "H", "H", "H", "H", "H", "H"], "xyz": [[-1.5597, -1.4063, 2.1226], [-1.9127, -1.4020, 0.9808], [-1.9800, -2.3773, 0.3007], [-2.1777, -0.0413, 0.4095], [-0.8144, 0.1496, -0.8158], [-1.0378, -0.6860, -1.9505], [-0.6612, 1.5524, -1.0672], [0.5726, -0.3327, 0.0680], [1.3341, 0.8227, 0.3725], [2.3261, 0.9255, -0.7224], [2.7084, -0.6093, -0.7581], [1.3931, -1.2838, -0.7266], [-2.4007, 1.0436, 1.4187], [-4.1350, 1.5379, 0.8051], [-3.6788, 0.0235, -0.6243], [1.8393, 0.7794, 1.3682], [0.6747, 1.6419, 0.4924], [3.2263, 1.4581, -0.5320], [1.7022, 1.2615, -1.5183], [3.4147, -1.0017, -1.5284], [3.3150, -0.7833, 0.0682], [0.8258, -1.6630, -1.6449], [1.3386, -2.2878, -0.2499], [-2.5868, 0.8101, 2.5309], [-1.7260, 1.8681, 1.2007]]}

No. 4
{"formula": "C2H5NOS", "method": "ωB97M-V/def2-TZVPD", "energy_ev": -16525.0130, "homo_ev": -9.84, "e_above_lowest_ev": 3.368, "orbital_gap_ev": 10.00, "max_force_ev_per_a": 5.91, "lumo_energy_ev": 0.157, "mol_weight_da": 91.1, "symbols": ["C", "C", "H", "H", "H", "H", "H", "N", "O", "S"], "xyz": [[1.3001, 0.7450, 0.8763], [-0.1147, 0.4830, -1.0730], [0.9106, 1.6010, 1.6050], [2.2073, 1.2075, 0.3314], [1.5969, -0.2090, 1.8523], [-1.8233, -0.7473, 1.3771], [-0.7289, -0.1337, -1.6036], [0.0107, 0.2929, 0.2541], [0.4961, 1.1579, -1.8867], [-0.8324, -1.2750, 0.6833]]}

No. 5
{"formula": "C25H27N4O5RuS3", "method": "ωB97M-V/def2-TZVPD", "energy_ev": -77641.9607, "homo_ev": [-9.10, -9.11], "e_above_lowest_ev": 0.000, "orbital_gap_ev": [3.22, 3.23], "max_force_ev_per_a": 0.66, "charge": 1, "lumo_energy_ev": [-5.881, -5.880], "mol_weight_da": 660.8, "symbols": ["Ru", "C", "N", "C", "C", "N", "C", "C", "C", "C", "C", "C", "C", "S", "C", "C", "C", "C", "C", "C", "S", "H", "H", "H", "H", "H", "H", "H", "H", "H", "H", "H", "H", "H", "H", "H", "H", "H", "H", "N", "C", "C", "O", "O", "H", "H", "H", "H", "H", "O", "C", "N", "S", "O", "O", "C", "C", "C", "C", "C", "C", "H", "H", "H", "H"], "xyz": [[0.8479, 0.5856, 0.9546], [3.6104, -0.0831, 0.1548], [2.2965, 0.0393, -0.5310], [1.9286, -1.2170, -1.2206], [1.8015, -2.4748, -0.3446], [0.4784, -2.6554, 0.2734], [0.2876, -1.8590, 1.4628], [-0.4414, -3.4770, -0.2235], [-0.0894, -4.5273, -1.1393], [-0.9692, -5.5114, -1.4337], [-2.2999, -5.5378, -0.8975], [-2.7189, -4.5252, -0.1213], [-1.8814, -3.3677, 0.1362], [-2.5972, -1.9654, 0.5833], [2.4253, 1.1373, -1.5195], [3.0263, 0.9378, -2.7566], [3.2077, 1.9992, -3.6286], [2.8027, 3.2737, -3.2525], [2.2268, 3.4783, -2.0141], [2.0338, 2.4170, -1.1251], [1.3574, 2.7050, 0.4632], [4.3750, -0.4434, -0.5390], [3.5353, -0.7432, 1.0166], [3.8857, 0.9027, 0.5228], [2.6962, -1.4697, -1.9547], [0.9967, -1.0421, -1.7581], [2.5454, -2.4976, 0.4489], [2.0023, -3.3101, -1.0023], [1.2487, -1.7559, 1.9655], [-0.4458, -2.2992, 2.1348], [-0.2222, -0.8800, 1.2269], [0.9201, -4.6200, -1.5050], [-0.6423, -6.3322, -2.0586], [-2.9570, -6.3605, -1.1416], [-3.7268, -4.4824, 0.2678], [3.3753, -0.0380, -3.0640], [3.6703, 1.8301, -4.5911], [2.9416, 4.1088, -3.9262], [1.9161, 4.4698, -1.7093], [-3.5566, 2.1979, -1.5854], [-2.4246, 1.3358, -1.8853], [-1.5727, 1.1678, -0.6441], [-0.4828, 0.5993, -0.6861], [-2.0638, 1.6417, 0.4573], [-4.4293, 1.8440, -1.9477], [-3.4262, 3.1405, -1.9268], [-2.9296, 2.0591, 0.2243], [-1.7764, 1.6992, -2.6848], [-2.7622, 0.3387, -2.1735], [1.9786, 0.6240, 2.7839], [0.9396, 0.9149, 3.4367], [-0.1497, 1.1727, 2.7174], [-1.5217, 1.0218, 3.6117], [-2.1085, -0.2631, 3.3184], [-2.3494, 2.1829, 3.5340], [-0.6406, 0.9516, 5.1534], [-1.1482, 0.9422, 6.4335], [-0.2307, 0.8578, 7.4770], [1.1370, 0.7849, 7.2312], [1.6329, 0.7947, 5.9327], [0.7212, 0.8850, 4.8979], [-2.2116, 1.0000, 6.6207], [-0.5880, 0.8506, 8.4979], [1.8233, 0.7252, 8.0649], [2.6945, 0.7477, 5.7315]]}